[1]
Computed, not measured: 5 unconnected molecules or ions with the total composition C30H42F12N5O8 in a non-equilibrium geometry, with the ωB97M-V functional and the def2-TZVPD basis.

Cartesian coordinates (Å):
C 4.785 -0.633 1.414
N 4.308 0.682 1.896
C 3.392 1.362 1.243
N 3.044 2.644 1.794
C 2.344 3.460 0.756
C 3.067 4.708 0.141
C 3.491 5.778 1.235
N 2.626 6.315 2.000
C 2.004 2.329 -0.283
C 0.550 2.331 -0.874
C -0.603 2.446 0.182
C -0.488 2.164 1.591
C -1.591 2.320 2.553
C -2.861 2.798 2.052
C -2.990 3.082 0.616
C -1.910 2.921 -0.326
N 2.708 1.057 0.051
C 1.945 -0.210 0.003
N 1.206 -0.502 1.271
H 4.101 -1.477 1.712
H 5.750 -0.831 1.954
H 4.897 -0.675 0.306
H 4.708 1.089 2.742
H 3.924 3.155 1.956
H 1.466 3.922 1.289
H 3.905 4.456 -0.561
H 2.296 5.239 -0.489
H 4.563 6.084 1.300
H 1.693 5.937 1.787
H 2.601 2.695 -1.172
H 0.472 3.267 -1.498
H 0.344 1.490 -1.588
H 0.483 1.828 2.008
H -1.388 2.061 3.619
H -3.695 2.944 2.769
H -3.982 3.448 0.251
H -2.034 3.140 -1.415
H 1.286 -0.322 -0.885
H 2.713 -1.034 -0.083
H 1.868 -1.050 1.833
H 0.433 -1.138 1.040
C -3.594 -0.960 3.333
C -4.476 -0.557 2.169
O -5.483 -1.553 1.929
C -6.566 -1.496 2.713
O -6.739 -0.693 3.582
C -7.565 -2.583 2.309
F -6.965 -3.773 2.104
F -8.201 -2.270 1.167
F -8.509 -2.781 3.233
H -3.170 -1.953 3.167
H -2.781 -0.244 3.463
H -4.165 -1.008 4.262
H -3.877 -0.493 1.261
H -4.930 0.422 2.327
C 8.925 5.354 -3.039
C 8.035 5.796 -4.183
O 7.006 4.821 -4.436
C 5.937 4.878 -3.642
O 5.785 5.664 -2.749
C 4.912 3.821 -4.058
F 5.475 2.624 -4.294
F 4.268 4.170 -5.182
F 3.973 3.626 -3.115
H 9.331 4.360 -3.232
H 9.750 6.054 -2.903
H 8.364 5.295 -2.105
H 8.622 5.871 -5.098
H 7.599 6.779 -3.998
C -6.226 -6.743 1.245
C -5.265 -6.585 2.405
O -4.565 -7.815 2.662
C -3.510 -8.062 1.880
O -3.128 -7.342 1.001
C -2.838 -9.371 2.296
F -3.728 -10.354 2.512
F -2.138 -9.223 3.437
F -1.982 -9.820 1.370
H -6.905 -7.579 1.421
H -6.810 -5.836 1.106
H -5.692 -6.956 0.317
H -5.821 -6.348 3.313
H -4.560 -5.768 2.236
C 0.090 -2.693 -4.684
C -0.602 -3.368 -3.518
O -1.174 -2.392 -2.628
C -2.365 -1.895 -2.993
O -2.956 -2.202 -3.984
C -2.876 -0.913 -1.937
F -1.915 -0.060 -1.523
F -3.320 -1.553 -0.839
F -3.888 -0.164 -2.381
H 0.828 -1.971 -4.327
H 0.591 -3.430 -5.313
H -0.623 -2.142 -5.299
H 0.126 -3.932 -2.934
H -1.361 -4.075 -3.855

Forces on the atoms, in the same order (eV/Å):
0.500 -0.892 0.796
-0.359 -1.177 -1.223
-1.336 2.237 -0.013
2.392 -0.614 -2.092
-1.457 -0.220 0.579
0.426 0.335 -0.010
-0.695 -0.602 -0.473
0.732 -0.454 -0.507
0.125 2.226 -3.423
-0.678 0.284 1.119
-1.947 0.377 0.444
-1.015 0.473 -0.111
0.036 0.439 -2.549
1.978 -0.460 -1.026
0.658 -0.284 0.480
0.655 -0.644 2.424
-0.325 0.722 3.204
0.800 -2.335 0.640
0.678 -0.194 -0.984
0.467 0.947 -0.176
-0.813 0.164 -0.873
0.117 0.386 0.941
-0.334 -0.234 -0.364
-0.417 -0.402 0.838
0.486 -0.959 -0.738
-0.556 0.079 0.751
0.667 -0.670 0.519
-0.858 -0.250 -0.018
0.170 0.254 0.168
-0.625 -0.561 0.668
0.261 -0.913 0.568
0.379 0.638 0.722
-0.836 0.190 -0.435
-0.414 0.387 -1.054
0.535 -0.053 -0.817
1.044 -0.371 0.329
0.001 -0.180 1.159
0.548 0.737 0.660
-0.642 0.976 -0.462
-0.657 0.186 0.023
0.239 0.443 0.259
-0.169 -0.200 0.255
0.630 0.379 0.128
-0.593 -0.273 -0.099
1.020 0.804 -0.012
-0.398 -0.387 -0.086
-1.171 -1.063 -0.289
0.207 0.417 0.153
0.399 0.266 0.181
0.485 0.360 0.012
0.056 0.078 -0.099
-0.039 -0.005 -0.071
0.019 0.109 -0.042
-0.259 -0.187 -0.046
-0.171 -0.170 0.080
-0.186 -0.253 0.213
0.717 0.443 0.131
-0.791 -0.285 0.010
1.217 0.844 -0.093
-0.523 -0.459 0.023
-0.831 -1.082 -0.693
0.155 0.366 0.246
0.297 0.280 0.305
0.307 0.299 0.123
0.077 0.100 -0.103
-0.048 -0.014 -0.057
0.020 0.136 -0.035
-0.253 -0.230 -0.078
-0.191 -0.183 0.065
0.094 -0.289 -0.264
-0.552 0.548 -0.139
0.621 -0.418 0.032
-0.847 1.045 0.050
0.342 -0.461 0.085
0.565 -1.433 0.296
-0.043 0.448 -0.118
-0.220 0.363 -0.206
-0.276 0.487 0.017
-0.022 0.099 0.106
0.034 -0.069 0.035
0.029 0.104 0.049
0.160 -0.281 0.078
0.118 -0.210 -0.078
-0.161 0.312 -0.052
0.435 -0.431 -0.497
-0.444 0.395 0.425
0.702 -0.958 -0.626
-0.243 0.422 0.357
-0.775 1.012 0.859
0.169 -0.293 -0.228
0.273 -0.241 -0.355
0.356 -0.406 -0.249
0.067 -0.130 0.022
-0.024 0.005 0.064
-0.009 -0.133 -0.013
-0.145 0.193 0.223
-0.119 0.222 0.061

Results
- F_max (eV/Å) = 4.085
- HOMO (eV) = -11.4
- multiplicity = 1
- energy (Eh) = -3242.20732
- orbital gap (eV) = 8.5612
- total charge = +1

=====

[2]
Computed, not measured: a molecular structure, C23H89Al3O31P2 in a non-equilibrium geometry, with the ωB97M-V functional and the def2-TZVPD basis.

Cartesian coordinates (Å):
Al -3.647 0.003 -0.366
Al -1.283 2.312 3.001
Al -1.721 -2.377 3.168
C -4.242 -4.147 0.779
O -3.743 -2.833 0.910
H -5.044 -4.256 0.049
H -3.514 -4.837 0.353
H -4.722 -4.507 1.689
C -0.019 -0.200 6.019
O -1.166 0.100 5.272
H 0.212 -1.219 5.707
H 0.841 0.404 5.729
H -0.156 -0.340 7.091
C -4.612 3.704 1.393
O -3.549 3.123 0.686
H -5.487 3.056 1.417
H -4.444 3.840 2.461
H -4.820 4.682 0.957
P -0.231 -0.154 0.601
O -1.224 -1.322 0.500
O -0.971 1.166 0.353
O 0.978 -0.505 -0.226
O 0.055 -0.082 2.122
P -4.220 0.185 3.268
O -2.946 -0.002 2.434
O -4.197 -0.818 4.397
O -5.194 0.062 2.141
O -3.925 1.574 3.934
C 2.389 -3.179 4.182
O 1.206 -3.153 3.389
H 2.659 -4.185 4.506
H 3.201 -2.762 3.588
H 2.160 -2.686 5.127
H 1.423 -2.784 2.529
C 5.912 -3.555 2.551
O 5.439 -2.228 2.167
H 5.230 -4.060 3.236
H 6.160 -4.166 1.683
H 6.843 -3.489 3.115
H 4.527 -2.287 1.872
C -6.742 -1.865 -2.236
O -5.319 -1.643 -2.249
H -6.990 -2.549 -1.425
H -7.256 -0.917 -2.075
H -7.149 -2.299 -3.149
H -4.907 -2.132 -2.966
C -2.185 -1.956 -3.851
O -2.182 -1.576 -2.510
H -2.814 -1.220 -4.352
H -1.230 -1.743 -4.334
H -2.559 -2.974 -3.954
H -1.233 -1.525 -2.380
C -5.332 1.520 -4.128
O -4.246 1.018 -3.287
H -5.434 2.605 -4.116
H -5.270 1.265 -5.186
H -6.306 1.084 -3.903
H -3.445 1.365 -3.686
C 1.294 4.057 5.402
O 1.011 4.090 3.973
H 1.262 3.007 5.695
H 2.281 4.474 5.601
H 0.510 4.664 5.854
H 1.897 4.235 3.634
C 1.758 -1.046 -3.270
O 0.651 -1.394 -2.469
H 1.914 0.026 -3.390
H 2.544 -1.452 -2.633
H 1.734 -1.413 -4.296
H 0.772 -0.979 -1.611
C -0.140 -5.101 -0.158
O -0.561 -3.939 0.487
H 0.559 -4.872 -0.962
H 0.342 -5.733 0.587
H -1.064 -5.620 -0.410
H -0.658 -3.177 -0.088
C -1.889 6.514 2.285
O -1.270 5.275 2.216
H -2.239 6.750 3.290
H -1.161 7.283 2.026
H -2.770 6.571 1.646
H -0.783 5.185 1.393
C 3.304 0.608 3.198
O 2.034 1.261 2.904
H 3.174 -0.111 4.007
H 3.845 0.030 2.449
H 3.995 1.359 3.581
H 1.421 0.653 2.484
C 4.234 0.752 -0.274
O 3.315 0.673 -1.411
H 4.536 -0.229 0.093
H 5.065 1.366 -0.620
H 3.732 1.193 0.588
H 2.478 0.315 -1.104
C 4.291 3.123 -3.862
O 4.635 1.816 -3.520
H 3.252 3.212 -4.180
H 4.555 3.859 -3.103
H 4.877 3.534 -4.684
H 4.061 1.528 -2.806
C -0.899 2.003 -3.158
O -1.566 1.400 -2.120
H -1.138 1.414 -4.043
H -1.325 2.932 -3.538
H 0.182 2.042 -3.028
H -1.092 1.412 -1.286
C -2.908 5.358 -1.985
O -1.841 4.982 -1.143
H -3.180 4.566 -2.683
H -3.735 5.765 -1.404
H -2.577 6.192 -2.604
H -2.087 4.308 -0.505
C 1.705 3.392 0.022
O 0.335 3.404 0.413
H 2.064 4.421 -0.010
H 2.347 2.966 0.793
H 2.036 2.882 -0.882
H -0.099 2.578 0.187
C 0.566 -4.459 -3.717
O 0.405 -5.680 -4.398
H 1.319 -4.558 -2.935
H 0.830 -3.710 -4.463
H -0.327 -4.196 -3.149
H 0.172 -5.473 -5.306
C -2.529 -6.175 3.505
O -1.525 -5.494 2.846
H -3.286 -6.462 2.775
H -2.239 -7.150 3.895
H -3.055 -5.689 4.326
H -0.778 -6.028 2.564
C 6.282 -1.458 -1.894
O 7.135 -2.330 -2.572
H 5.368 -1.949 -1.561
H 6.861 -1.105 -1.040
H 5.967 -0.556 -2.420
H 6.872 -2.208 -3.487
C 0.685 5.445 -3.823
O 0.744 5.396 -2.452
H 0.859 4.544 -4.411
H -0.328 5.645 -4.173
H 1.392 6.180 -4.207
H -0.149 5.201 -2.157
C 2.847 -3.042 0.369
O 2.512 -1.923 1.173
H 3.682 -3.611 0.778
H 2.036 -3.770 0.408
H 3.136 -2.934 -0.676
H 1.966 -1.351 0.629

Forces on the atoms, in the same order (eV/Å):
1.790 -0.972 0.985
-0.024 -1.749 -1.309
0.316 1.431 -1.957
0.543 1.285 -0.043
-0.291 -0.847 0.209
-0.503 0.704 -0.489
0.532 -0.057 0.333
0.195 -0.026 0.348
-1.260 -0.441 -0.751
0.722 -0.020 -0.204
0.591 -0.396 -0.399
0.158 0.139 -0.028
-0.254 0.777 0.238
0.813 -0.008 -1.069
0.035 -0.844 1.340
-0.322 -0.220 -0.304
0.558 -0.071 0.346
-0.423 0.137 0.038
-1.923 -0.646 2.426
-1.901 -0.658 -0.697
-0.516 0.911 -1.015
1.142 1.352 -0.279
0.269 0.290 1.413
1.287 0.680 1.205
2.723 -0.275 -0.248
-0.519 -0.563 -0.455
-2.181 0.326 -0.461
-0.039 0.157 -1.080
-0.504 -0.138 0.006
-0.736 -0.578 0.524
-0.080 -0.383 -0.441
0.126 0.305 0.562
0.443 0.623 -0.127
0.281 0.449 -0.531
-0.061 0.892 -0.113
0.950 -1.094 0.691
-0.326 -0.094 -0.258
-0.367 -0.087 -0.135
0.019 0.607 -0.078
-0.210 0.019 -0.069
0.238 -0.106 0.236
-0.618 0.156 0.137
-0.048 0.059 0.119
0.140 0.029 0.083
0.343 0.039 -0.216
0.100 0.045 0.017
-0.994 1.150 -0.883
0.142 -0.232 0.701
-0.696 -0.361 -0.429
0.353 -0.729 0.167
0.207 -0.094 -0.427
0.767 0.431 1.124
-0.009 -0.193 -0.151
-1.559 0.429 -0.976
0.147 0.076 0.445
0.840 -0.263 -0.140
0.271 -0.105 0.911
0.346 -0.022 0.306
-0.761 -0.168 -0.951
0.496 0.206 0.858
-0.013 0.123 0.463
-0.106 0.021 0.137
0.187 -0.218 0.433
-0.252 -0.317 -1.012
0.444 -0.025 0.897
-1.733 -0.742 -2.586
-0.141 0.245 0.263
1.106 0.114 -1.111
-0.217 -0.642 0.274
0.092 0.300 1.082
-0.617 -0.003 0.493
0.245 0.640 1.192
-0.259 -0.452 -0.182
0.385 -0.028 -0.016
0.282 -0.478 -0.959
-0.166 0.424 -0.181
-0.248 1.006 -0.077
0.082 -1.417 0.655
0.185 -0.412 0.190
-0.194 0.294 -0.177
0.003 0.100 -0.294
0.169 -0.162 -0.320
-0.783 0.304 0.908
2.751 0.502 0.446
-0.184 -0.101 0.271
-0.568 0.326 -0.696
-0.091 0.198 -0.115
-0.692 -0.925 -0.219
-1.086 0.053 -0.480
1.272 0.173 0.785
0.296 -0.175 -0.457
0.051 -0.194 0.237
0.000 0.434 -0.158
-0.450 -0.109 0.406
0.165 0.979 -0.338
0.660 -0.053 -0.574
-0.235 0.130 0.263
-0.507 -0.054 0.656
0.248 -0.768 -0.451
-0.353 -0.302 0.376
-0.118 -0.398 -1.817
-1.289 -0.171 0.192
0.622 -0.711 -0.355
0.145 0.922 0.956
-0.024 0.238 -0.011
0.258 0.229 0.859
0.180 0.378 0.101
0.678 0.520 -0.385
-0.392 -0.213 0.218
-0.373 -0.406 -0.075
0.307 0.042 0.032
-0.509 -0.421 0.078
1.036 0.590 1.044
0.610 0.973 -0.063
-0.346 0.151 -0.438
-0.277 -0.428 0.432
-0.916 -0.012 -0.376
-0.271 -0.862 -0.032
-0.091 0.174 0.192
-0.056 -0.714 -0.157
0.442 -0.010 -0.402
0.075 0.464 0.564
-0.324 0.292 -0.319
-0.033 -0.158 0.070
-1.194 -2.249 -0.297
0.597 1.715 0.220
-0.441 0.199 -0.114
0.511 0.008 0.261
0.539 0.767 -0.102
-0.188 -0.149 0.224
-0.121 0.767 1.456
-0.064 -0.035 -1.182
-0.073 -0.154 0.207
-0.359 -0.018 0.340
0.189 -0.049 -0.522
0.389 -0.493 -0.301
-0.396 0.306 -1.773
0.270 -0.361 0.665
0.675 -0.813 0.535
-0.215 0.809 -0.035
-0.149 0.203 -0.010
-0.209 -0.241 0.792
-0.237 -1.512 0.363
1.749 -1.393 0.390
0.251 0.270 0.407
-0.273 0.035 -0.231
-0.247 0.965 -0.116
-0.828 0.904 -0.562

Results
- F_max (eV/Å) = 3.200
- HOMO (eV) = -8.5
- multiplicity = 1
- energy (Eh) = -4671.35680
- orbital gap (eV) = 3.6564
- total charge = 0

=====

[3]
Computed, not measured: 2 unconnected molecules or ions with the total composition C2H11N2O3Si in a non-equilibrium geometry, with the ωB97M-V functional and the def2-TZVPD basis.

Cartesian coordinates (Å):
C -1.377 0.581 1.302
C -0.827 0.034 0.003
N -1.472 0.609 -1.097
N -0.934 -1.656 0.041
O 2.328 1.808 -1.051
O 2.311 -0.822 -1.220
O 2.234 0.101 1.195
Si 1.954 0.482 -0.342
H -1.028 0.130 2.285
H -2.434 0.381 1.346
H -1.145 1.719 1.432
H -1.329 0.090 -2.067
H -2.423 0.895 -0.885
H -1.846 -2.151 -0.009
H -0.456 -1.624 -0.921
H -0.425 -1.971 0.851
H 2.545 2.651 -0.529
H 2.790 -0.905 -2.050
H 1.534 -0.351 1.716

Forces on the atoms, in the same order (eV/Å):
1.113 1.206 1.494
2.566 1.216 0.303
0.319 -2.112 -1.915
-0.413 1.504 -2.579
1.029 3.689 0.777
-0.139 -0.092 -0.266
-0.316 0.248 0.793
-2.854 -3.727 1.057
0.170 0.203 -1.405
-0.875 0.384 -0.086
-0.631 -2.094 -0.551
-0.578 1.900 2.770
-0.232 -0.237 -0.585
0.398 0.556 -0.014
-0.396 -1.525 2.261
0.675 -0.388 -0.295
-0.540 -1.712 -1.245
-0.083 0.305 0.073
0.786 0.677 -0.588

Results
- F_max (eV/Å) = 4.812
- HOMO (eV) = -12.0
- energy relative to the best compared isomer or geometry (same formula, charge and spin) (eV) = 3.815
- multiplicity = 1
- energy (Eh) = -707.32640
- orbital gap (eV) = 8.5871
- total charge = +1

=====

[4]
Computed, not measured: a single C6H12S molecule in a non-equilibrium geometry, with the ωB97M-V functional and the def2-TZVPD basis.

Cartesian coordinates (Å):
C 0.138 -1.510 -1.103
C 0.405 -0.562 -0.245
C 1.450 -0.736 0.849
S 2.978 0.068 0.134
C -0.492 0.636 0.091
C -0.899 1.617 -1.096
C -1.756 0.128 0.793
H -0.683 -1.619 -1.828
H 0.831 -2.286 -1.136
H 1.865 -1.839 0.876
H 1.216 -0.277 1.814
H 4.075 -0.222 0.880
H 0.024 1.293 0.858
H -1.272 1.003 -1.941
H 0.081 2.179 -1.339
H -1.707 2.247 -0.694
H -2.651 0.658 0.567
H -1.770 0.221 1.855
H -1.835 -1.001 0.667

Forces on the atoms, in the same order (eV/Å):
-0.758 -0.058 -1.246
-0.827 1.766 2.428
2.760 -2.439 -1.152
0.155 0.871 -0.585
-0.340 1.490 0.042
1.892 -1.017 0.805
0.212 -2.364 0.192
0.342 0.691 0.468
0.987 -1.559 -0.094
-1.534 1.992 0.557
-0.181 -0.425 -0.311
-0.795 -0.278 0.338
-0.200 -0.717 -1.031
0.269 0.618 0.270
-1.944 -0.597 -0.087
0.501 0.117 -0.462
-0.785 0.187 -0.960
0.708 0.220 1.098
-0.461 1.503 -0.271

Results
- F_max (eV/Å) = 3.859
- HOMO (eV) = -8.9
- energy relative to the best compared isomer or geometry (same formula, charge and spin) (eV) = 1.592
- multiplicity = 1
- energy (Eh) = -633.92617
- orbital gap (eV) = 9.6354
- total charge = 0

=====

[5]
Computed, not measured: 2 unconnected molecules or ions with the total composition C5H8O, with the ωB97M-V functional and the def2-TZVPD basis.

Cartesian coordinates (Å):
C 1.964 0.069 -0.597
C 1.146 -0.596 0.210
C 0.195 0.178 1.012
C -0.619 1.105 0.499
H 1.785 1.127 -0.763
H 2.841 -0.381 -1.039
H 1.241 -1.666 0.395
H 0.192 -0.049 2.076
H -0.518 1.415 -0.540
H -1.370 1.618 1.089
C -1.729 -0.693 -0.598
O -0.826 -1.253 -1.177
H -2.299 0.130 -1.066
H -2.123 -1.011 0.386

Forces on the atoms, in the same order (eV/Å):
0.147 -0.051 0.051
0.619 0.453 0.389
-0.280 0.196 0.099
0.491 0.451 0.360
0.300 -0.053 0.088
-0.159 -0.123 -0.379
0.097 0.320 0.073
-0.352 -0.083 -0.063
-0.100 -0.164 0.171
0.244 0.118 0.110
-0.282 -0.649 -0.498
-0.818 -0.221 -0.181
-0.002 -0.042 -0.002
0.097 -0.153 -0.217

Results
- F_max (eV/Å) = 0.867
- HOMO (eV) = -9.2
- energy relative to the best compared isomer or geometry (same formula, charge and spin) (eV) = 3.022
- multiplicity = 1
- energy (Eh) = -270.44683
- orbital gap (eV) = 9.9258
- total charge = 0